DFT (ωB97M-V/def2-TZVPD) results for a molecular structure, AsF6Rb.

Output
* relative energy (zero: lowest compared OMol25 entry of this formula, charge and spin): 4.1 kcal/mol
* HOMO: -12.3 eV
* 2S+1: 1
* gap between HOMO and LUMO: 11.05 eV
* calculated total energy: -77803.337 eV

Each line ends with the Mulliken charge.
Atoms and positions in Å:
Rb  1.571  1.134  -2.721  1.018
As  -0.241  -0.192  0.438  1.955
F  -1.736  -0.995  0.730  -0.467
F  -0.903  1.416  0.647  -0.474
F  1.294  0.571  0.000  -0.546
F  0.538  -1.699  0.077  -0.463
F  -0.722  -0.001  -1.278  -0.558
F  0.198  -0.233  2.106  -0.465



DFT (ωB97M-V/def2-TZVPD) results for a molecular structure, B2H24NiO8 at a distorted geometry.

Output
* HOMO (alpha / beta): -0.9 / -7.2 eV
* total charge: -1
* 2S+1: 4
* <S²>: 3.75
* gap between HOMO and LUMO (alpha / beta): 3.52 / 9.18 eV
* calculated total energy: -59159.813 eV

Each line ends with the Mulliken charge.
Atoms and positions in Å:
Ni  -1.381  0.210  -1.447  -1.157
B  0.204  -0.111  0.133  0.047
H  0.388  0.061  -0.916  0.387
H  -0.531  -0.901  0.163  0.213
H  1.134  -0.382  0.606  -0.062
H  -0.124  0.803  0.603  -0.817
B  -0.765  -1.307  -3.037  0.297
H  -0.579  -1.641  -2.028  -0.123
H  -1.824  -1.298  -3.239  -0.268
H  -0.339  -0.323  -3.161  -0.182
H  -0.383  -2.040  -3.729  -0.191
O  -0.673  0.178  3.255  -0.587
H  -0.325  -0.289  2.495  0.157
H  -1.103  0.949  2.887  0.272
O  -2.273  1.557  -0.020  1.123
H  -3.105  1.834  0.364  -0.335
H  -1.608  2.007  0.500  -0.092
O  2.874  0.313  3.604  -0.610
H  2.558  0.439  4.499  0.296
H  2.289  0.847  3.066  0.326
O  -0.218  1.980  -2.096  -0.174
H  0.689  2.215  -2.291  0.252
H  -0.737  2.689  -2.475  0.125
O  -2.836  -1.026  -0.844  0.212
H  -2.886  -1.045  0.112  0.144
H  -3.675  -1.383  -1.136  0.069
O  2.203  2.410  0.476  -0.642
H  2.949  2.075  -0.022  0.326
H  1.534  1.730  0.392  0.274
O  2.654  -1.284  -0.967  -0.687
H  2.200  -1.992  -1.424  0.302
H  1.961  -0.811  -0.507  0.438
O  0.920  -2.340  2.083  -0.728
H  0.693  -1.591  1.532  0.077
H  0.118  -2.533  2.569  0.317



DFT (ωB97M-V/def2-TZVPD) results for a molecular structure, B3F12Rb at a distorted geometry.

Output
* relative energy (zero: lowest compared OMol25 entry of this formula, charge and spin): 71.3 kcal/mol
* HOMO: -5.3 eV
* total charge: -2
* 2S+1: 1
* gap between HOMO and LUMO: 7.92 eV
* calculated total energy: -35315.912 eV

Each line ends with the Mulliken charge.
Atoms and positions in Å:
Rb  -1.136  0.118  2.950  1.004
B  -2.873  1.656  -1.460  0.579
F  -3.911  1.590  -0.527  -0.433
F  -2.748  0.460  -2.053  -0.358
F  -3.023  2.685  -2.440  -0.443
F  -1.699  1.870  -0.835  -0.346
B  0.181  -3.832  0.130  0.610
F  -0.158  -2.781  -0.682  -0.362
F  1.383  -4.431  -0.272  -0.413
F  0.299  -3.459  1.478  -0.429
F  -0.766  -4.831  -0.003  -0.407
B  2.899  2.190  0.775  0.587
F  2.197  1.780  1.836  -0.353
F  2.289  3.336  0.305  -0.409
F  4.206  2.450  1.072  -0.393
F  2.860  1.200  -0.273  -0.434



DFT (ωB97M-V/def2-TZVPD) results for a molecular structure, B3F12Sn at a distorted geometry.

Output
* relative energy (zero: lowest compared OMol25 entry of this formula, charge and spin): 106.3 kcal/mol
* HOMO: -8.1 eV
* total charge: -1
* 2S+1: 1
* gap between HOMO and LUMO: 6.18 eV
* calculated total energy: -40487.205 eV

Each line ends with the Mulliken charge.
Atoms and positions in Å:
Sn  0.201  -0.041  -2.116  1.661
B  -1.400  -3.138  -1.061  0.534
F  -0.616  -2.899  -2.063  -0.388
F  -0.959  -4.067  -0.192  -0.357
F  -1.364  -1.924  -0.348  -0.311
F  -2.597  -3.364  -1.630  -0.372
B  -0.723  0.649  1.344  0.543
F  -1.316  -0.456  1.980  -0.390
F  -0.443  1.604  2.277  -0.339
F  0.375  0.060  0.728  -0.343
F  -1.477  1.149  0.303  -0.325
B  2.060  2.486  0.139  0.427
F  0.876  2.250  -0.349  -0.191
F  2.723  3.222  -0.768  -0.368
F  1.914  3.158  1.338  -0.387
F  2.746  1.311  0.418  -0.394



DFT (ωB97M-V/def2-TZVPD) results for a molecular structure, B3F12Tl at a distorted geometry.

Output
* relative energy (zero: lowest compared OMol25 entry of this formula, charge and spin): 109.3 kcal/mol
* HOMO: -13.3 eV
* 2S+1: 1
* gap between HOMO and LUMO: 3.30 eV
* calculated total energy: -39338.838 eV

Each line ends with the Mulliken charge.
Atoms and positions in Å:
Tl  -19.345  -5.482  4.513  1.353
B  -20.832  -2.715  5.481  0.438
F  -20.269  -3.155  6.627  -0.093
F  -21.706  -3.695  5.083  -0.195
F  -21.673  -1.624  5.713  -0.217
F  -19.769  -2.576  4.629  -0.281
B  -17.270  -3.999  6.860  0.437
F  -18.345  -4.719  7.349  -0.161
F  -16.723  -3.149  7.893  -0.251
F  -16.313  -4.857  6.354  -0.254
F  -17.658  -3.370  5.742  -0.127
B  -21.311  -7.231  6.396  0.417
F  -22.294  -7.905  7.110  -0.282
F  -20.973  -6.038  6.924  -0.143
F  -20.115  -7.910  6.394  -0.324
F  -21.648  -7.075  5.075  -0.315



DFT (ωB97M-V/def2-TZVPD) results for a molecular structure, B3H12Sn at a distorted geometry.

Output
* relative energy (zero: lowest compared OMol25 entry of this formula, charge and spin): 19.6 kcal/mol
* HOMO: -5.5 eV
* total charge: -1
* 2S+1: 1
* gap between HOMO and LUMO: 5.57 eV
* calculated total energy: -8049.329 eV

Each line ends with the Mulliken charge.
Atoms and positions in Å:
Sn  -2.565  6.888  -25.689  0.737
B  -2.993  9.593  -24.269  0.261
H  -2.149  8.718  -24.100  -0.281
H  -4.041  9.062  -24.371  -0.176
H  -3.056  10.303  -23.334  -0.126
H  -2.739  10.254  -25.203  -0.152
B  -1.470  4.128  -24.335  0.339
H  -0.701  5.036  -24.442  -0.249
H  -0.974  3.129  -24.700  -0.150
H  -1.844  4.055  -23.226  -0.184
H  -2.405  4.371  -25.062  -0.315
B  -5.378  9.633  -26.816  0.355
H  -4.695  10.588  -26.864  -0.199
H  -6.253  9.744  -26.036  -0.209
H  -5.822  9.364  -27.879  -0.190
H  -4.685  8.715  -26.472  -0.461



DFT (ωB97M-V/def2-TZVPD) results for a molecular structure, B3H12Tl at a distorted geometry.

Output
* relative energy (zero: lowest compared OMol25 entry of this formula, charge and spin): 41.3 kcal/mol
* HOMO: -10.5 eV
* 2S+1: 1
* gap between HOMO and LUMO: 4.19 eV
* calculated total energy: -6904.894 eV

Each line ends with the Mulliken charge.
Atoms and positions in Å:
Tl  0.128  0.207  1.042  0.616
B  -2.560  1.366  1.700  0.290
H  -2.370  1.816  0.663  -0.156
H  -3.529  1.594  2.269  -0.025
H  -2.316  0.241  1.528  -0.178
H  -1.792  1.844  2.432  -0.139
B  0.354  -2.285  -0.660  0.156
H  -0.162  -1.349  -1.113  -0.074
H  0.060  -2.544  0.424  -0.165
H  0.238  -3.045  -1.507  -0.069
H  1.438  -1.864  -0.678  -0.025
B  2.105  0.807  -1.222  0.022
H  2.778  0.493  -2.099  0.003
H  2.582  0.323  -0.271  -0.080
H  2.028  1.945  -1.110  -0.072
H  1.018  0.451  -1.397  -0.105



DFT (ωB97M-V/def2-TZVPD) results for a molecular structure, B5CuF12H8 at a distorted geometry.

Output
* relative energy (zero: lowest compared OMol25 entry of this formula, charge and spin): 0.2 kcal/mol
* HOMO (alpha / beta): -0.3 / -0.3 eV
* total charge: -3
* 2S+1: 2
* <S²>: 0.75
* gap between HOMO and LUMO (alpha / beta): 8.05 / 7.49 eV
* calculated total energy: -80775.629 eV

Each line ends with the Mulliken charge.
Atoms and positions in Å:
Cu  -16.827  15.988  -17.110  1.117
B  -16.311  14.380  -18.870  1.408
H  -16.045  13.262  -19.014  -0.335
H  -15.560  14.995  -18.260  -0.229
H  -16.442  14.899  -19.905  -0.356
H  -17.399  14.484  -18.490  -0.247
B  -18.036  16.025  -15.167  0.768
H  -18.427  15.203  -15.889  -0.279
H  -18.803  16.182  -14.313  -0.279
H  -17.089  15.583  -14.688  -0.363
H  -17.813  16.979  -15.756  -0.159
B  -14.740  17.838  -16.462  0.412
F  -13.363  18.081  -16.546  -0.393
F  -15.433  18.823  -15.784  -0.409
F  -15.224  17.562  -17.754  -0.437
F  -15.025  16.577  -15.842  -0.432
B  -16.599  12.832  -15.060  0.261
F  -16.016  11.635  -15.540  -0.412
F  -17.984  12.686  -14.874  -0.438
F  -16.048  13.158  -13.795  -0.436
F  -16.285  13.849  -16.001  -0.440
B  -18.717  17.794  -18.727  0.330
F  -18.615  18.140  -20.090  -0.401
F  -18.380  16.392  -18.534  -0.462
F  -17.887  18.573  -17.954  -0.378
F  -20.048  17.946  -18.294  -0.412



DFT (ωB97M-V/def2-TZVPD) results for a molecular structure, BCd2H36O20P at a distorted geometry.

Output
* relative energy (zero: lowest compared OMol25 entry of this formula, charge and spin): 0.0 kcal/mol
* HOMO: -9.1 eV
* 2S+1: 1
* gap between HOMO and LUMO: 8.45 eV
* calculated total energy: -60633.223 eV

Each line ends with the Mulliken charge.
Atoms and positions in Å:
Cd  -0.200  1.615  -2.419  0.692
Cd  0.075  -1.600  1.735  0.938
P  -0.028  0.094  -0.299  2.186
O  1.121  0.629  -1.218  -1.225
O  -1.301  0.768  -0.876  -0.633
O  0.184  0.440  1.225  0.277
O  -0.090  -1.498  -0.286  -0.073
B  0.527  -1.152  3.998  0.648
H  -0.186  -0.214  4.028  -0.356
H  1.349  -0.865  3.231  -0.400
H  1.034  -1.459  5.015  -0.200
H  0.034  -2.087  3.512  -0.212
O  -2.218  -3.262  -0.770  -0.760
H  -1.525  -2.591  -0.585  0.337
H  -1.831  -3.843  -1.432  0.320
O  -0.373  -3.869  1.632  -0.427
H  -0.934  -4.578  1.965  0.242
H  0.262  -4.300  1.049  0.220
O  1.646  -3.503  -1.723  -0.762
H  1.322  -4.362  -1.441  0.304
H  0.958  -2.877  -1.403  0.106
O  -0.234  3.590  -1.472  -0.572
H  -0.882  4.254  -1.731  0.279
H  -0.178  3.684  -0.488  0.372
O  0.432  3.700  1.169  -0.826
H  0.686  2.821  1.482  0.212
H  1.270  4.099  0.898  0.359
O  2.445  1.468  2.172  -0.808
H  2.877  0.742  2.633  0.294
H  1.637  1.061  1.779  0.059
O  3.129  2.381  -0.449  -0.736
H  2.469  1.683  -0.605  0.439
H  3.314  2.299  0.497  0.368
O  -3.553  -0.747  -1.239  -0.738
H  -3.374  -1.687  -1.363  0.396
H  -2.719  -0.386  -0.883  0.134
O  -3.166  2.660  0.047  -0.701
H  -2.981  2.824  0.981  0.343
H  -2.642  1.873  -0.163  0.317
O  -2.014  2.193  -3.509  -0.592
H  -2.618  1.469  -3.726  0.309
H  -2.574  2.860  -3.091  0.297
O  1.452  2.342  -3.652  -0.378
H  1.984  1.863  -4.297  0.244
H  1.733  3.262  -3.721  0.254
O  -0.254  -0.440  -3.559  -0.553
H  0.456  -1.090  -3.449  0.254
H  -0.669  -0.662  -4.400  0.266
O  -2.133  -1.198  2.174  -0.444
H  -2.914  -1.687  2.451  0.231
H  -2.434  -0.282  2.056  0.184
O  2.187  -2.461  1.663  -0.473
H  2.982  -2.349  1.121  0.236
H  2.447  -3.031  2.396  0.258
O  -1.811  1.654  2.544  -0.761
H  -1.345  1.985  3.318  0.297
H  -1.100  1.419  1.909  0.034
O  3.139  -1.197  -1.554  -0.726
H  2.601  -2.014  -1.520  0.358
H  2.528  -0.444  -1.356  0.294



DFT (ωB97M-V/def2-TZVPD) results for a molecular structure, BCsH5O at a distorted geometry.

Output
* HOMO: -3.3 eV
* total charge: -1
* 2S+1: 1
* gap between HOMO and LUMO: 5.75 eV
* calculated total energy: -3348.229 eV

Each line ends with the Mulliken charge.
Atoms and positions in Å:
Cs  18.817  -14.120  -22.445  0.932
O  18.768  -15.403  -19.985  -0.931
H  19.019  -14.678  -20.590  -0.028
B  19.434  -12.140  -23.918  0.054
H  19.933  -13.035  -23.581  -0.273
H  18.377  -12.243  -23.727  -0.209
H  19.891  -11.304  -23.411  -0.262
H  19.600  -12.027  -24.978  -0.282



DFT (ωB97M-V/def2-TZVPD) results for 5 unconnected molecules or ions with the total composition BF4H10NO3.

Output
* relative energy (zero: lowest compared OMol25 entry of this formula, charge and spin): 0.0 kcal/mol
* HOMO: -11.0 eV
* 2S+1: 1
* gap between HOMO and LUMO: 10.87 eV
* calculated total energy: -19348.137 eV

Each line ends with the Mulliken charge.
Atoms and positions in Å:
N  0.434  -0.008  0.014  -0.140
H  1.145  -0.296  -0.685  0.427
H  0.840  0.633  0.702  0.334
H  0.100  -0.844  0.505  0.350
H  -0.361  0.401  -0.499  0.287
B  -2.321  0.887  -1.652  0.529
F  -3.471  0.181  -1.945  -0.358
F  -2.357  2.198  -2.139  -0.382
F  -2.133  0.937  -0.236  -0.452
F  -1.180  0.228  -2.200  -0.447
O  -0.230  -1.999  2.022  -0.647
H  -0.389  -2.940  1.905  0.298
H  -0.716  -1.765  2.819  0.305
O  2.288  -1.097  -1.760  -0.641
H  2.053  -1.641  -2.518  0.297
H  3.242  -0.984  -1.813  0.293
O  1.013  1.690  2.309  -0.655
H  1.579  2.447  2.127  0.303
H  0.463  1.970  3.046  0.300



DFT (ωB97M-V/def2-TZVPD) results for 9 unconnected molecules or ions with the total composition BF4H16O8 at a distorted geometry.

Output
* relative energy (zero: lowest compared OMol25 entry of this formula, charge and spin): 41.0 kcal/mol
* HOMO: -8.2 eV
* total charge: -1
* 2S+1: 1
* gap between HOMO and LUMO: 10.80 eV
* calculated total energy: -28194.631 eV

Each line ends with the Mulliken charge.
Atoms and positions in Å:
B  -0.466  0.779  0.517  0.607
F  -0.948  0.741  1.778  -0.413
F  0.121  -0.426  0.261  -0.414
F  -1.453  0.901  -0.358  -0.366
F  0.517  1.742  0.453  -0.415
O  5.396  3.571  0.681  -0.651
H  5.765  2.930  0.072  0.317
H  4.453  3.411  0.656  0.335
O  -5.231  -1.296  0.878  -0.652
H  -4.604  -0.596  0.694  0.343
H  -5.409  -1.689  0.023  0.309
O  3.039  0.530  -2.833  -0.666
H  2.637  0.247  -2.012  0.347
H  2.523  1.290  -3.103  0.318
O  -0.873  4.822  -4.007  -0.643
H  -1.243  4.538  -3.171  0.332
H  -1.625  4.869  -4.598  0.312
O  1.359  -4.658  1.468  -0.668
H  1.243  -3.760  1.155  0.343
H  0.591  -4.822  2.015  0.323
O  -1.822  -1.826  -5.050  -0.654
H  -0.876  -1.869  -5.188  0.320
H  -1.929  -1.244  -4.298  0.335
O  -2.411  -3.993  3.494  -0.633
H  -2.495  -3.091  3.184  0.331
H  -3.124  -4.097  4.125  0.305
O  2.628  1.123  4.534  -0.657
H  2.103  0.378  4.825  0.314
H  2.132  1.496  3.805  0.343